{"formula": "C5H7NO2", "method": "the ωB97M-V functional and the def2-TZVPD basis", "symbols": ["C", "C", "C", "C", "C", "H", "H", "H", "H", "H", "H", "H", "N", "O", "O"], "coordinates": [[-1.030, -0.966, -0.063], [-1.529, 0.551, 0.137], [0.507, 0.274, -0.344], [1.939, -0.080, -0.202], [0.196, -0.896, 0.496], [-2.382, 0.641, 0.895], [-2.110, 0.642, -0.809], [-0.606, 2.364, -0.292], [0.440, -0.150, -1.282], [2.783, 0.291, -0.976], [2.226, 0.339, 0.736], [0.175, -0.817, 1.744], [-0.445, 1.298, 0.124], [-1.615, -1.999, -0.308], [1.453, -1.491, 0.145]], "relative_energy_ev": 6.722, "homo_lumo_gap_ev": 9.83, "e_homo_ha": -0.3407}

{"formula": "C5H7NO2", "method": "the ωB97M-V functional and the def2-TZVPD basis", "symbols": ["N", "C", "C", "C", "C", "C", "O", "O", "H", "H", "H", "H", "H", "H", "H"], "coordinates": [[3.246, -1.148, -0.179], [2.397, -0.915, 0.582], [0.876, -0.216, 0.847], [0.821, 1.255, 0.537], [0.287, 0.208, -0.399], [-1.359, -0.090, -0.217], [-1.530, -1.433, -0.517], [-2.027, 0.677, -1.150], [0.431, -0.708, 1.701], [0.118, 1.880, 1.078], [1.746, 1.750, 0.258], [0.620, -0.011, -1.403], [-1.736, 0.160, 0.777], [-2.170, -1.801, 0.112], [-1.720, 0.393, -2.027]], "relative_energy_ev": 2.845, "homo_lumo_gap_ev": 10.95, "smiles": "N#C[C@H]1C[C@@H]1C(O)O", "e_homo_ha": -0.3831}

{"formula": "C5H7NO2", "method": "the ωB97M-V functional and the def2-TZVPD basis", "symbols": ["C", "C", "N", "C", "C", "O", "C", "O", "H", "H", "H", "H", "H", "H", "H"], "coordinates": [[2.369, -0.634, -0.027], [1.444, 0.320, 0.134], [0.079, 0.204, -0.123], [-0.732, 1.449, -0.114], [-0.540, -0.988, -0.131], [0.084, -2.064, 0.038], [-2.082, -1.042, -0.036], [-2.902, -0.206, 0.099], [2.279, -1.686, -0.489], [3.376, -0.265, 0.250], [1.714, 1.418, 0.395], [0.007, 2.270, -0.259], [-1.618, 1.605, -0.785], [-1.085, 1.725, 0.924], [-2.391, -2.106, 0.124]], "relative_energy_ev": 2.067, "homo_lumo_gap_ev": 8.92, "smiles": "C=CN(C)C(=O)C=O", "e_homo_ha": -0.3337}

{"formula": "C5H7NO2", "method": "the ωB97M-V functional and the def2-TZVPD basis", "symbols": ["O", "C", "O", "C", "N", "C", "C", "C", "H", "H", "H", "H", "H", "H", "H"], "coordinates": [[-2.765, -1.429, -0.221], [-2.170, -0.393, -0.029], [-2.842, 0.745, 0.086], [-0.726, -0.373, -0.002], [0.036, -1.454, 0.007], [1.452, -1.078, 0.099], [1.543, 0.450, -0.284], [0.087, 0.982, -0.070], [-2.157, 1.521, 0.196], [1.711, -1.389, 1.097], [1.819, -1.789, -0.309], [2.009, 0.472, -1.317], [2.320, 0.853, 0.616], [-0.322, 1.461, -0.894], [0.007, 1.421, 1.026]], "relative_energy_ev": 2.908, "homo_lumo_gap_ev": 10.37, "smiles": "O=C(O)C1=NCCC1", "e_homo_ha": -0.3760}

{"formula": "C5H7NO2S", "method": "the ωB97M-V functional and the def2-TZVPD basis", "symbols": ["C", "C", "C", "C", "C", "N", "O", "O", "S", "H", "H", "H", "H", "H", "H", "H"], "coordinates": [[-0.327, -1.454, 2.914], [1.295, -1.383, 1.166], [0.129, -0.919, 1.697], [1.867, -1.012, -0.244], [-1.764, 2.790, -2.416], [-0.812, -1.634, 3.911], [-1.199, 0.447, -1.568], [-0.725, 0.102, 1.300], [-2.106, 1.175, -2.470], [1.721, -2.363, 1.648], [2.590, -1.732, -0.563], [1.076, -0.900, -0.962], [2.487, -0.120, -0.205], [-0.440, 0.367, 0.297], [-2.520, 3.452, -2.870], [-1.271, 3.184, -1.637]], "relative_energy_ev": 3.249, "homo_lumo_gap_ev": 7.90, "e_homo_ha": -0.3318}

{"formula": "C5H7NO3", "method": "the ωB97M-V functional and the def2-TZVPD basis", "symbols": ["C", "N", "O", "H", "C", "C", "O", "C", "C", "O", "H", "H", "H", "H", "H", "H"], "coordinates": [[2.910, -0.518, -1.021], [3.725, -0.396, -0.217], [4.608, -0.309, 0.534], [1.991, -0.429, -1.575], [-0.515, 2.172, 0.858], [0.327, 1.290, 0.430], [0.117, -0.019, 0.263], [-1.118, -0.446, -0.056], [-1.129, -1.976, 0.191], [-1.991, 0.186, -0.517], [-0.199, 3.258, 1.043], [-1.540, 1.854, 1.180], [1.330, 1.596, 0.342], [-2.074, -2.067, 0.751], [-0.282, -2.208, 0.867], [-1.106, -2.541, -0.773]], "relative_energy_ev": 5.473, "homo_lumo_gap_ev": 10.55, "smiles": "C#[N+][O-].C=COC(C)=O", "e_homo_ha": -0.3624}

{"formula": "C5H7NO3", "method": "the ωB97M-V functional and the def2-TZVPD basis", "symbols": ["O", "N", "C", "C", "C", "O", "C", "C", "O", "H", "H", "H", "H", "H", "H", "H"], "coordinates": [[3.118, -0.653, 0.414], [2.426, 0.645, 0.081], [1.255, 0.214, -0.144], [0.207, 1.180, -0.714], [-0.928, 0.422, 0.019], [-0.602, 0.623, 1.381], [-2.027, -0.793, 0.047], [-0.487, -0.930, -0.252], [0.818, -1.121, 0.160], [2.379, -1.229, 0.590], [0.073, 2.320, -0.459], [0.134, 0.927, -1.730], [-1.097, 1.316, 1.552], [-2.259, -0.831, 1.141], [-2.564, -1.088, -0.799], [-0.446, -1.001, -1.288]], "relative_energy_ev": 9.010, "homo_lumo_gap_ev": 10.09, "smiles": "O/N=C1/C[C@]2(O)C[C@@H]2O1", "e_homo_ha": -0.3527}

{"formula": "C5H7NO3", "method": "the ωB97M-V functional and the def2-TZVPD basis", "symbols": ["C", "C", "C", "C", "O", "C", "N", "O", "O", "H", "H", "H", "H", "H", "H", "H"], "coordinates": [[0.620, -1.154, -0.858], [0.185, -0.357, 0.101], [1.033, 0.691, 0.759], [-1.263, -0.490, 0.473], [-1.926, 0.383, 1.354], [-2.340, 0.409, 0.053], [-3.696, -0.066, -0.228], [-4.229, 0.353, -1.235], [-4.206, -0.769, 0.596], [1.575, -1.035, -1.172], [-0.011, -1.939, -1.308], [0.285, 1.580, 1.131], [1.367, 0.367, 1.780], [1.977, 1.060, 0.160], [-1.719, -1.550, 0.669], [-2.098, 1.127, -0.681]], "relative_energy_ev": 6.638, "homo_lumo_gap_ev": 10.04, "smiles": "C=C(C)[C@H]1O[C@@H]1[N+](=O)[O-]", "e_homo_ha": -0.3677}

{"formula": "C5H7NO3", "method": "the ωB97M-V functional and the def2-TZVPD basis", "symbols": ["C", "C", "C", "C", "C", "H", "H", "H", "H", "H", "H", "H", "N", "O", "O", "O"], "coordinates": [[1.293, 1.020, 1.811], [0.933, 1.425, 0.192], [0.073, 0.323, -0.251], [0.327, -0.524, -1.334], [-0.688, -1.488, -1.438], [1.419, 2.105, 2.420], [0.250, 0.041, 2.370], [2.732, 0.389, 2.068], [1.979, 1.611, -0.452], [0.082, 2.269, 0.065], [1.085, -0.372, -2.409], [-2.483, -1.999, 0.228], [-1.866, -0.772, -1.006], [-0.873, -2.698, -1.859], [-2.986, -1.513, -0.603], [-1.279, 0.184, 0.200]], "relative_energy_ev": 12.119, "homo_lumo_gap_ev": 9.58, "e_homo_ha": -0.3535}

{"formula": "C5H7NO3", "method": "the ωB97M-V functional and the def2-TZVPD basis", "symbols": ["C", "C", "C", "O", "C", "O", "N", "C", "O", "H", "H", "H", "H", "H", "H", "H"], "coordinates": [[-1.668, 0.714, -1.630], [-1.152, 1.002, -0.274], [-0.107, 0.425, 0.390], [0.071, 0.609, 1.692], [0.819, -0.452, 2.184], [0.599, -1.492, 1.253], [0.573, -0.792, 0.052], [1.550, -0.914, -0.921], [1.551, -0.170, -1.881], [-2.680, 1.166, -1.837], [-0.970, 1.115, -2.403], [-1.634, -0.293, -1.827], [-1.461, 1.787, 0.418], [0.339, -0.663, 3.230], [1.950, -0.159, 2.335], [2.221, -1.882, -0.780]], "relative_energy_ev": 4.785, "homo_lumo_gap_ev": 9.34, "smiles": "C/C=C1/OCON1C=O", "e_homo_ha": -0.3131}

{"formula": "C5H7NO3S", "method": "the ωB97M-V functional and the def2-TZVPD basis", "symbols": ["C", "C", "C", "C", "C", "N", "O", "O", "O", "S", "H", "H", "H", "H", "H", "H", "H"], "coordinates": [[-1.806, -1.246, 0.113], [0.411, -0.489, 0.040], [-0.170, 0.748, -0.176], [1.887, -0.960, 0.065], [0.638, 1.975, -0.052], [-0.573, -1.636, -0.017], [-0.030, -2.749, -0.024], [-2.786, 0.810, -1.091], [-2.298, 1.214, 1.286], [-1.934, 0.513, 0.025], [-2.569, -1.955, -0.117], [2.144, -1.309, -0.947], [1.988, -1.854, 0.771], [2.545, -0.061, 0.159], [0.096, 2.884, 0.209], [0.957, 2.307, -0.970], [1.499, 1.807, 0.725]], "relative_energy_ev": 3.816, "homo_lumo_gap_ev": 8.87, "e_homo_ha": -0.3571}

{"formula": "C5H7NO4", "method": "the ωB97M-V functional and the def2-TZVPD basis", "symbols": ["C", "C", "C", "C", "C", "H", "H", "H", "H", "H", "H", "H", "N", "O", "O", "O", "O"], "coordinates": [[1.865, 1.367, -0.430], [0.470, 0.872, -0.514], [-0.030, -0.364, -1.223], [-1.128, -0.500, -0.024], [-1.605, -1.718, 0.766], [1.622, 0.227, 1.186], [-0.085, 1.535, -1.171], [0.746, -1.212, -1.238], [-0.343, 0.100, -2.098], [-1.871, 0.115, -0.483], [-0.860, 1.088, 1.253], [-0.387, -0.449, 1.466], [-0.285, 0.475, 0.692], [2.376, 0.676, 0.679], [2.670, 1.953, -1.082], [-0.695, -1.617, 1.675], [-2.459, -2.549, 0.545]], "relative_energy_ev": 3.431, "homo_lumo_gap_ev": 10.41, "e_homo_ha": -0.3835}

{"formula": "C5H7NO5", "method": "the ωB97M-V functional and the def2-TZVPD basis", "symbols": ["O", "O", "C", "C", "C", "O", "N", "O", "O", "C", "C", "H", "H", "H", "H", "H", "H", "H"], "coordinates": [[-0.165, -1.888, 1.523], [-0.957, -2.498, 0.756], [0.508, 0.843, 1.846], [-0.301, 0.215, 0.815], [0.385, -0.256, -0.464], [1.033, 0.804, -1.117], [1.702, 0.244, -2.367], [1.571, -0.971, -2.509], [2.277, 1.088, -3.033], [-1.657, 0.450, 0.486], [-1.878, -0.125, -0.745], [-0.153, 1.292, 2.589], [1.158, 0.103, 2.318], [1.142, 1.629, 1.408], [1.108, -1.060, -0.316], [-0.547, -0.591, -1.141], [-2.364, 1.019, 1.138], [-2.864, -0.298, -1.189]], "relative_energy_ev": 1.265, "homo_lumo_gap_ev": [7.01, 8.44], "spin_multiplicity": 4, "charge": 1, "s2": 3.78, "e_homo_ha": [-0.5084, -0.5864]}

{"formula": "C5H7NOS", "method": "the ωB97M-V functional and the def2-TZVPD basis", "symbols": ["O", "C", "C", "C", "N", "C", "S", "C", "H", "H", "H", "H", "H", "H", "H"], "coordinates": [[2.798, -1.359, -0.056], [1.754, -0.744, -0.047], [0.833, -0.242, 1.118], [0.187, 0.655, 0.068], [-1.300, 0.880, 0.029], [-2.251, -0.073, -0.090], [-1.963, -1.721, -0.011], [0.890, -0.132, -1.104], [1.349, 0.172, 2.043], [0.210, -1.039, 1.447], [0.631, 1.646, 0.177], [-1.624, 1.817, 0.019], [-3.246, 0.405, -0.205], [0.196, -0.817, -1.634], [1.537, 0.552, -1.754]], "relative_energy_ev": 1.619, "homo_lumo_gap_ev": 9.11, "smiles": "O=C1CC(NC=S)C1", "e_homo_ha": -0.3186}

{"formula": "C5H7NOS", "method": "the ωB97M-V functional and the def2-TZVPD basis", "symbols": ["C", "C", "C", "N", "C", "S", "C", "O", "H", "H", "H", "H", "H", "H", "H"], "coordinates": [[-4.231, -0.435, 0.092], [-2.996, -0.219, -0.081], [-1.662, 0.458, 0.042], [-0.570, -0.487, -0.100], [0.736, -0.131, -0.075], [1.237, 1.466, -0.044], [1.843, -1.301, -0.170], [3.104, -0.864, 0.212], [-5.322, -0.552, 0.020], [-1.362, 1.399, -0.509], [-1.652, 0.868, 1.147], [-0.757, -1.475, 0.255], [1.441, -2.055, 0.590], [1.877, -1.730, -1.160], [2.994, 0.176, 0.516]], "relative_energy_ev": 3.623, "homo_lumo_gap_ev": 9.46, "smiles": "C#CCNC(=S)CO", "e_homo_ha": -0.3323}

{"formula": "C5H7NOS", "method": "the ωB97M-V functional and the def2-TZVPD basis", "symbols": ["C", "C", "O", "C", "S", "C", "C", "N", "H", "H", "H", "H", "H", "H", "H"], "coordinates": [[0.016, -1.954, 1.009], [-0.288, -0.536, 1.109], [-0.935, 0.091, 1.879], [0.294, 0.241, -0.154], [1.840, 1.027, 0.379], [-0.675, 1.181, -0.807], [-0.240, 1.328, -2.210], [0.351, 1.345, -3.189], [-0.760, -2.582, 0.519], [0.080, -2.206, 2.028], [0.973, -2.081, 0.469], [0.723, -0.535, -0.883], [1.204, 1.898, 0.992], [-1.679, 0.636, -0.823], [-0.903, 2.148, -0.318]], "relative_energy_ev": 1.609, "homo_lumo_gap_ev": 10.00, "smiles": "CC(=O)[C@H](S)CC#N", "e_homo_ha": -0.3455}

{"formula": "C5H7NOS", "method": "the ωB97M-V functional and the def2-TZVPD basis", "symbols": ["C", "C", "N", "C", "O", "C", "S", "C", "H", "H", "H", "H", "H", "H", "H"], "coordinates": [[-1.380, 1.445, -0.567], [-0.093, 0.887, -0.083], [0.766, 1.827, 0.076], [2.053, 1.333, 0.226], [3.034, 2.001, 0.286], [1.965, -0.304, 0.417], [2.959, -1.175, -0.823], [0.425, -0.507, 0.190], [-2.014, 1.578, 0.338], [-1.928, 0.861, -1.260], [-1.318, 2.522, -0.996], [2.511, -0.599, 1.334], [3.523, -2.058, 0.025], [-0.129, -0.946, 1.000], [0.351, -1.155, -0.772]], "relative_energy_ev": 1.319, "homo_lumo_gap_ev": 9.44, "smiles": "CC1=NC(=O)[C@H](S)C1", "e_homo_ha": -0.3344}